[1]
Density functional theory data (ωB97M-V/def2-TZVPD) for 17 unconnected molecules or ions with the total composition C23H66IN3O20S at a distorted geometry.

Atoms and positions in Å:
C 1.011 2.239 -5.211
C 1.836 3.015 -4.454
N 2.679 2.412 -3.460
O 3.989 2.910 -3.643
C 2.193 2.600 -2.076
C 3.151 3.319 -1.143
O 2.355 3.792 -0.046
C 2.917 3.490 1.221
C 2.068 4.160 2.295
C 1.743 1.253 -1.466
C 2.649 0.093 -1.903
C 2.717 -0.947 -0.806
C 2.218 -2.221 -1.047
C 2.170 -3.169 -0.041
C 2.639 -2.899 1.238
C 2.543 -3.907 2.350
C 3.200 -1.641 1.473
C 3.228 -0.688 0.463
O 0.409 1.029 -1.870
C -0.535 0.829 -0.810
C -1.825 1.495 -1.269
C -2.636 0.675 -2.296
C -4.138 0.572 -1.991
I -4.978 -1.259 -2.726
C -0.619 -0.668 -0.515
C -1.789 -1.137 0.349
S -1.302 -1.313 2.102
C -2.323 -0.151 2.889
N -3.098 0.749 2.386
N -3.724 1.361 3.483
C -3.276 0.782 4.530
O -2.356 -0.195 4.238
H 1.032 2.248 -6.294
H 0.326 1.546 -4.729
H 1.790 4.100 -4.547
H 4.506 2.185 -4.014
H 1.296 3.219 -2.144
H 3.613 4.190 -1.596
H 3.906 2.638 -0.753
H 2.852 2.409 1.369
H 3.951 3.824 1.296
H 1.329 4.818 1.847
H 2.674 4.731 2.990
H 1.532 3.416 2.872
H 1.848 1.370 -0.389
H 3.657 0.451 -2.104
H 2.216 -0.395 -2.769
H 1.833 -2.486 -2.022
H 1.765 -4.134 -0.248
H 2.534 -4.919 1.956
H 1.583 -3.771 2.850
H 3.307 -3.763 3.106
H 3.606 -1.372 2.438
H 3.653 0.289 0.662
H -0.220 1.319 0.117
H -2.439 1.702 -0.393
H -1.569 2.457 -1.689
H -2.204 -0.305 -2.474
H -2.602 1.203 -3.247
H -4.382 0.606 -0.934
H -4.668 1.405 -2.439
H -0.590 -1.215 -1.455
H 0.292 -0.950 0.008
H -2.067 -2.141 0.042
H -2.682 -0.528 0.267
H -3.546 0.970 5.551
O -4.016 -3.837 0.185
H -4.318 -3.461 1.019
H -4.095 -3.102 -0.438
O 6.014 5.086 -3.255
H 5.153 4.646 -3.284
H 5.799 6.017 -3.365
O -6.118 -4.742 -3.048
H -5.669 -4.007 -2.614
H -5.527 -5.000 -3.761
O -0.191 -4.676 -1.255
H -1.078 -4.427 -0.979
H -0.118 -5.587 -0.952
O 0.143 1.660 5.184
H -0.692 1.208 5.027
H -0.050 2.589 4.996
O -6.287 -0.260 0.797
H -6.054 0.267 1.566
H -7.174 0.030 0.562
O -1.102 4.269 -0.148
H -0.156 4.058 -0.163
H -1.206 4.809 0.641
O -8.017 -6.144 -0.949
H -7.429 -5.598 -1.485
H -7.886 -5.832 -0.050
O -0.316 4.695 5.585
H 0.088 5.113 6.352
H -1.206 5.058 5.550
O -2.202 -5.931 0.197
H -3.089 -5.655 0.456
H -2.127 -6.840 0.502
O 0.607 -7.767 -1.683
H 1.294 -7.298 -2.171
H 0.303 -8.441 -2.299
O -1.406 3.972 -3.676
H -0.473 3.806 -3.857
H -1.433 4.325 -2.779
O -0.593 0.757 8.043
H 0.303 0.560 8.338
H -0.486 0.946 7.104
O 2.716 -7.878 0.668
H 2.849 -7.167 1.301
H 2.133 -7.507 -0.003
O 2.604 0.570 6.997
H 2.018 1.147 6.496
H 2.908 -0.076 6.354
O 4.499 4.928 -5.676
H 5.417 5.026 -5.946
H 4.415 3.994 -5.455

As for the charge: 0. As for the highest occupied orbital energy: -8.79 eV. The HOMO-LUMO gap comes out at 8.685 eV. Its spin multiplicity is 1.

=====

[2]
Density functional theory data (ωB97M-V/def2-TZVPD) for a molecular structure, C23H66N8O12Zn at a distorted geometry.

Atoms and positions in Å:
Zn -2.399 0.385 -0.875
O -1.748 0.878 1.034
C -0.485 0.286 1.078
C 0.208 -0.418 -0.161
O -0.614 -0.572 -1.357
H -0.465 -0.465 1.868
H 0.272 1.012 1.376
H 0.436 -1.436 0.155
H 1.169 -0.014 -0.478
C -1.291 -4.375 -3.082
O -1.559 -5.529 -3.318
N -1.535 -3.730 -1.937
N -0.687 -3.646 -3.963
H -1.148 -2.805 -1.814
H -1.708 -4.388 -1.191
H -0.366 -2.728 -3.690
H -0.448 -4.023 -4.869
C -2.469 4.328 2.725
O -2.599 5.290 3.373
N -1.659 3.336 3.040
N -3.138 3.972 1.637
H -1.729 2.525 2.442
H -0.987 3.393 3.792
H -3.175 3.026 1.283
H -3.758 4.683 1.277
C -5.335 2.015 -0.392
O -4.234 1.552 -0.391
N -5.725 3.055 -0.879
N -6.349 1.438 0.070
H -6.720 3.111 -1.042
H -5.167 3.669 -1.456
H -7.290 1.757 -0.108
H -6.049 0.880 0.857
C -4.132 -2.121 0.255
O -3.576 -1.141 -0.069
N -3.978 -3.237 -0.404
N -4.902 -2.291 1.239
H -3.256 -3.212 -1.110
H -4.285 -4.145 -0.087
H -4.752 -1.560 1.920
H -5.427 -3.145 1.360
C -4.199 -1.729 4.801
C -3.308 -1.119 3.742
O -3.977 -0.132 2.996
H -4.647 -0.952 5.420
H -3.669 -2.460 5.412
H -5.062 -2.116 4.259
H -2.794 -1.806 3.070
H -2.510 -0.702 4.357
H -3.419 0.324 2.362
C 1.998 3.817 2.072
C 1.753 5.190 1.508
C 0.573 5.266 0.562
O 1.661 6.189 2.512
H 1.163 3.661 2.755
H 2.924 3.676 2.629
H 2.008 3.064 1.283
H 2.577 5.381 0.821
H -0.309 5.704 1.028
H 0.296 4.302 0.135
H 0.812 5.896 -0.295
H 0.931 6.784 2.329
C 3.031 -4.924 -2.456
C 3.625 -3.936 -1.492
C 2.699 -3.761 -0.229
O 4.907 -4.510 -1.145
H 1.964 -4.802 -2.640
H 3.187 -5.956 -2.143
H 3.628 -4.933 -3.368
H 3.824 -2.976 -1.967
H 2.411 -4.648 0.334
H 1.753 -3.251 -0.412
H 3.304 -3.164 0.452
H 5.559 -4.199 -1.778
C 2.268 0.935 3.913
C 2.599 -0.540 4.155
C 2.788 -1.301 2.825
O 3.745 -0.474 4.964
H 1.361 1.105 3.332
H 3.112 1.550 3.601
H 2.031 1.352 4.891
H 1.768 -0.984 4.704
H 3.632 -1.078 2.174
H 1.841 -1.256 2.287
H 2.758 -2.365 3.058
H 4.018 -1.372 5.166
C 4.407 0.061 -2.146
C 3.994 1.400 -1.422
C 2.743 2.142 -1.909
O 3.682 1.146 -0.039
H 5.121 -0.506 -1.548
H 4.840 0.085 -3.146
H 3.617 -0.686 -2.222
H 4.817 2.115 -1.440
H 2.872 2.574 -2.901
H 2.717 3.068 -1.335
H 1.856 1.509 -1.950
H 2.753 0.943 0.097
C 2.534 -0.211 -5.528
C 1.361 -0.054 -4.534
C 0.003 -0.021 -5.345
O 1.242 -1.128 -3.675
H 2.839 -1.248 -5.667
H 3.429 0.254 -5.115
H 2.303 0.225 -6.499
H 1.526 0.957 -4.162
H -0.078 0.778 -6.083
H -0.789 -0.036 -4.596
H -0.023 -0.917 -5.964
H 0.677 -0.813 -2.966

As for the charge: 0. As for the highest occupied orbital energy: -8.72 eV. The HOMO-LUMO gap comes out at 7.849 eV. Its spin multiplicity is 1.